The following is a DFT calculation (ωB97M-V/def2-TZVPD) of the molecule C3H5NO4 at a distorted geometry.

Cartesian coordinates (Å):
C -1.846 0.304 0.231
C 0.398 1.230 -0.349
C 1.236 0.048 0.137
H -0.526 -2.046 -1.026
H -2.772 0.496 0.720
H 0.846 2.121 -0.104
H 0.156 1.266 -1.464
H 1.384 -1.444 1.326
N -1.636 -0.902 -0.195
O -0.379 -1.146 -0.763
O -0.935 1.356 0.205
O 0.721 -0.697 1.196
O 2.298 0.041 -0.413

The calculation puts the energy above the lowest of the compared OMol25 structures with the same formula, charge and spin at 3.900 eV. The highest occupied orbital energy is -9.437 eV. For the molar mass, the calculation gives 119.08 g/mol. The structure (SMILES) is O=C(O)CO/C=N\O. As for the net charge: 0. As for the LUMO energy: 0.57 eV.

---

The following is a DFT calculation (ωB97M-V/def2-TZVPD) of the molecule C3H5NOS at a distorted geometry.

Cartesian coordinates (Å):
C 0.336 1.325 0.011
C 1.627 1.646 0.001
C -1.520 -0.345 -0.034
H 1.155 -1.541 1.203
H -0.474 2.007 0.088
H 2.391 0.891 -0.086
H 1.896 2.675 0.008
H -1.665 -1.393 -0.063
N -0.146 -0.020 -0.058
O -2.405 0.469 0.042
S 0.894 -1.375 -0.060

The calculation puts the energy above the lowest of the compared OMol25 structures with the same formula, charge and spin at 1.500 eV. The highest occupied orbital energy is -9.267 eV. For the molar mass, the calculation gives 103.15 g/mol. The structure (SMILES) is C=CN(S)C=O. As for the net charge: 0. As for the LUMO energy: 0.55 eV.

---

The following is a DFT calculation (ωB97M-V/def2-TZVPD) of a structure of composition C3H5NOS at a distorted geometry.

Cartesian coordinates (Å):
C 1.608 -0.019 -0.494
C 0.829 0.691 -1.201
C -1.474 -0.645 0.701
N 1.112 0.501 1.343
O -0.292 1.336 -0.694
S -0.334 0.945 1.030
H 2.425 -0.670 -0.364
H 0.927 0.633 -2.279
H -0.725 -1.227 0.116
H -2.302 -0.392 0.187
H -1.774 -1.151 1.653

The calculation puts the energy above the lowest of the compared OMol25 structures with the same formula, charge and spin at 5.552 eV. The highest occupied orbital energy is -8.444 eV. For the molar mass, the calculation gives 103.15 g/mol. As for the net charge: 0. As for the LUMO energy: 0.64 eV.

---

The following is a DFT calculation (ωB97M-V/def2-TZVPD) of the molecule C3H5NOS at a distorted geometry.

Cartesian coordinates (Å):
C 0.442 -0.621 -1.800
C -0.102 0.024 -0.500
C 0.784 -0.302 0.724
H 0.376 -1.726 -1.739
H -0.232 -0.135 -2.594
H 1.452 -0.318 -1.903
H -0.768 0.451 1.670
H 0.645 0.060 2.803
N 0.100 -0.122 1.888
O 1.906 -0.814 0.594
S -1.511 0.902 -0.422

The calculation puts the energy above the lowest of the compared OMol25 structures with the same formula, charge and spin at 0.907 eV. The highest occupied orbital energy is -9.288 eV. For the molar mass, the calculation gives 103.15 g/mol. The structure (SMILES) is CC(=S)C(N)=O. As for the net charge: 0. As for the LUMO energy: -1.21 eV.

---

The following is a DFT calculation (ωB97M-V/def2-TZVPD) of the molecule C3H5NOS at a distorted geometry.

Cartesian coordinates (Å):
C 1.108 0.306 -0.662
C 0.883 -0.631 0.545
C -0.298 0.590 -0.876
N -0.832 -0.239 0.196
O 2.024 0.647 -1.353
S -1.816 0.392 1.334
H 0.915 -1.705 0.412
H 1.250 -0.241 1.468
H -0.663 1.614 -0.974
H -0.467 0.135 -1.761
H -2.104 -0.868 1.672

The calculation puts the energy above the lowest of the compared OMol25 structures with the same formula, charge and spin at 3.637 eV. The highest occupied orbital energy is -8.335 eV. For the molar mass, the calculation gives 103.15 g/mol. The structure (SMILES) is O=C1CN(S)C1. As for the net charge: 0. As for the LUMO energy: 0.77 eV.

---

The following is a DFT calculation (ωB97M-V/def2-TZVPD) of the molecule C3H5NOS at a distorted geometry.

Cartesian coordinates (Å):
C 0.304 -1.295 0.398
C -1.072 -0.992 -0.308
C 0.471 1.006 0.288
N 0.999 -0.261 0.614
O 1.453 1.808 -0.499
S -1.119 0.747 -0.672
H 0.518 -2.349 0.610
H -1.155 -1.562 -1.230
H -1.707 -1.237 0.464
H 0.418 1.594 1.195
H 0.890 2.540 -0.860

The calculation puts the energy above the lowest of the compared OMol25 structures with the same formula, charge and spin at 1.690 eV. The highest occupied orbital energy is -9.177 eV. For the molar mass, the calculation gives 103.15 g/mol. The structure (SMILES) is O[C@@H]1N=CCS1. As for the net charge: 0. As for the LUMO energy: 0.73 eV.

---

Here are the calculated orbital gap numbers, same order: 0.3677, 0.3608, 0.3337, 0.2969, 0.3346, 0.3640 (hartree).